(1)
The following is a DFT calculation (wB97M-V/def2-TZVPD) of an isolated molecule of C3H4O2S in a non-equilibrium geometry.

```
! RIJCOSX wB97M-V def2-TZVPD def2/J DEFGRID3
* xyz 0 1
C -0.1582 1.3063 1.0040
C 0.0936 0.2963 -0.1279
C -0.0326 -0.0940 -1.4064
S 0.3217 -1.5107 -0.4124
O -1.0391 -2.5400 -0.1673
O 1.6681 -1.9836 -0.2789
H 0.7395 1.6060 1.2466
H -0.4560 0.7035 1.8780
H -0.9198 1.9562 0.7178
H -0.2172 0.2601 -2.4536
*
```

Values from the calculation:
energy relative to the best compared isomer or geometry (same formula, charge and spin): 5.489 eV
Kohn-Sham gap: 0.3669 Eh
SMILES: CC1=CS1(=O)=O


(2)
The following is a DFT calculation (wB97M-V/def2-TZVPD) of C25H28BrN4O3Pd as an isolated structure.

```
! RIJCOSX wB97M-V def2-TZVPD def2/J DEFGRID3
* xyz 3 5
Pd -0.0225 -0.4933 0.0287
Br 4.2961 4.3040 -3.7904
C 2.9856 3.3491 -2.9409
C 1.6263 3.5310 -3.3094
C 0.6592 2.8308 -2.6683
C 0.9823 1.9240 -1.5970
O 0.0241 1.3729 -0.9766
C 2.3727 1.7132 -1.2610
C 2.8070 0.7908 -0.2369
N 2.0785 0.0481 0.5038
C 2.5963 -0.7874 1.5319
C 3.9190 -0.8800 1.8923
C 4.3265 -1.7172 2.9455
C 3.4132 -2.4587 3.6418
C 2.0425 -2.3840 3.3040
C 1.0408 -3.1299 3.9676
C -0.2702 -3.0179 3.5870
C -0.5927 -2.1465 2.5403
N 0.3292 -1.4448 1.9095
C 1.6446 -1.5402 2.2488
C 3.3355 2.4294 -1.9302
H 1.3728 4.2300 -4.0955
H -0.3847 2.9379 -2.9317
H 3.8869 0.7595 -0.0973
H 4.6821 -0.3087 1.3806
H 5.3750 -1.7619 3.2056
H 3.7234 -3.1065 4.4517
H 1.3233 -3.7860 4.7824
H -1.0543 -3.5737 4.0811
H -1.6193 -2.0178 2.2182
H 4.3819 2.2962 -1.6831
O -2.0215 0.0236 0.4816
C -2.7832 0.7005 1.2470
C -4.2680 0.6148 1.0398
C -4.9732 1.9746 0.7788
C -4.1518 3.2427 1.0240
C -3.7250 3.4743 2.4739
C -3.1753 2.2146 3.1386
N -2.3173 1.4353 2.2278
H -4.6672 0.1327 1.9371
H -4.4458 -0.0679 0.2129
H -5.8737 2.0128 1.3927
H -5.3114 1.9895 -0.2555
H -4.7383 4.0970 0.6892
H -3.2638 3.2247 0.3821
H -4.5735 3.8210 3.0655
H -2.9812 4.2717 2.5073
H -3.9890 1.5725 3.4725
H -2.5808 2.4620 4.0147
H -1.3138 1.5187 2.3156
C 2.1782 -5.4508 -0.8867
N 1.2426 -4.3299 -0.7708
C -0.1082 -4.6398 -0.3032
C 1.5881 -3.1204 -1.1112
O 0.8257 -2.1117 -1.0720
H 1.7869 -6.1848 -1.5891
H 2.2974 -5.9324 0.0825
H 3.1469 -5.1038 -1.2372
H -0.4025 -5.6102 -0.6956
H -0.8050 -3.8866 -0.6582
H -0.1313 -4.6834 0.7867
H 2.6036 -3.0199 -1.5006
*
```

Values from the calculation:
energy relative to the best compared isomer or geometry (same formula, charge and spin): 0.372 eV
Kohn-Sham gap (spin up / spin down): 0.2775 / 0.1816 Eh


(3)
The following is a DFT calculation (wB97M-V/def2-TZVPD) of an isolated molecule of C5H11N in a non-equilibrium geometry.

```
! RIJCOSX wB97M-V def2-TZVPD def2/J DEFGRID3
* xyz 0 1
C 0.5537 -0.2006 -1.8102
C 0.0076 -0.0564 -0.5808
C -0.0246 1.2426 0.1062
C 1.2537 1.5979 0.8995
N -0.2564 -1.2412 0.1394
C -1.4686 -1.3672 0.8813
H 0.4391 -1.1825 -2.2714
H 1.0563 0.5534 -2.4000
H -0.2862 2.1041 -0.5384
H -0.9895 1.2701 0.6534
H 1.7124 2.4535 0.4075
H 0.9293 1.8507 1.9153
H 2.0476 0.8622 0.8241
H 0.1866 -2.0801 -0.1709
H -2.2257 -1.9683 0.3707
H -2.0009 -0.4410 1.1611
H -1.2948 -1.7690 1.8899
*
```

Values from the calculation:
energy relative to the best compared isomer or geometry (same formula, charge and spin): 1.469 eV
Kohn-Sham gap: 0.3309 Eh
SMILES: C=C(CC)NC


(4)
The following is a DFT calculation (wB97M-V/def2-TZVPD) of an isolated molecule of C5H7NO in a non-equilibrium geometry.

```
! RIJCOSX wB97M-V def2-TZVPD def2/J DEFGRID3
* xyz 0 1
C -2.2405 0.1742 0.1475
C -0.7938 -0.0902 -0.0022
C -0.2546 -1.3009 -0.2689
O 1.1087 -1.1435 -0.4105
C 1.3777 0.1534 -0.1816
N 2.7615 0.3775 -0.1511
C 0.2395 0.9000 0.0201
H -2.4181 0.7220 1.0731
H -2.8629 -0.7265 0.1407
H -2.5307 0.8010 -0.6979
H -0.7137 -2.2855 -0.2802
H 3.1426 -0.5554 -0.0554
H 3.0617 0.9665 0.6108
H 0.1224 2.0075 0.0554
*
```

Values from the calculation:
energy relative to the best compared isomer or geometry (same formula, charge and spin): 0.894 eV
Kohn-Sham gap: 0.3208 Eh
SMILES: Cc1coc(N)c1


(5)
The following is a DFT calculation (wB97M-V/def2-TZVPD) of an isolated molecule of C5H6OS2 in a non-equilibrium geometry.

```
! RIJCOSX wB97M-V def2-TZVPD def2/J DEFGRID3
* xyz 0 1
O 0.7004 -2.1740 0.9692
C 0.3570 -1.1384 0.4321
C 1.3637 -0.2464 -0.2131
S 2.8655 -0.7537 -0.6815
C 0.6891 1.0704 -0.3441
C -0.5725 1.0144 0.5631
C -0.9841 -0.4940 0.4258
S -1.9257 -1.0545 -0.9988
H 0.1535 1.0247 -1.2667
H 1.2346 2.0831 -0.3108
H -1.3191 1.6755 0.2817
H -0.3333 1.2229 1.6312
H -1.6683 -0.7542 1.2348
H -0.5608 -1.4757 -1.7227
*
```

Values from the calculation:
energy relative to the best compared isomer or geometry (same formula, charge and spin): 1.829 eV
Kohn-Sham gap: 0.2801 Eh
SMILES: O=C1C(=S)CC[C@H]1S


(6)
The following is a DFT calculation (wB97M-V/def2-TZVPD) of an isolated molecule of C4H5NO in a non-equilibrium geometry.

```
! RIJCOSX wB97M-V def2-TZVPD def2/J DEFGRID3
* xyz 0 1
N -1.1467 1.1582 0.3291
C -1.2559 -0.1998 0.4959
O -2.2902 -0.7440 0.8450
C -0.0475 -0.9857 0.1857
C 1.0893 -0.4455 -0.2722
C 1.9735 0.4451 -0.7541
H -2.0135 1.6715 0.3651
H -0.4081 1.5487 -0.2364
H -0.1676 -2.0618 0.1779
H 1.5635 -1.1212 -1.0628
H 2.8612 0.7083 -0.1586
*
```

Values from the calculation:
energy relative to the best compared isomer or geometry (same formula, charge and spin): 4.174 eV
Kohn-Sham gap: 0.3013 Eh